{"formula": "C79H201N11O29", "method": "ωB97M-V with the def2-TZVPD basis set", "total_energy_ha": -5914.1139, "symbols": ["C", "O", "C", "C", "N", "C", "C", "O", "C", "H", "H", "H", "H", "H", "H", "H", "H", "H", "H", "H", "H", "H", "H", "H", "C", "O", "C", "C", "N", "C", "C", "O", "C", "H", "H", "H", "H", "H", "H", "H", "H", "H", "H", "H", "H", "H", "H", "H", "C", "O", "C", "C", "N", "C", "C", "O", "C", "H", "H", "H", "H", "H", "H", "H", "H", "H", "H", "H", "H", "H", "H", "H", "C", "O", "C", "C", "N", "C", "C", "O", "C", "H", "H", "H", "H", "H", "H", "H", "H", "H", "H", "H", "H", "H", "H", "H", "C", "O", "C", "C", "N", "C", "C", "O", "C", "H", "H", "H", "H", "H", "H", "H", "H", "H", "H", "H", "H", "H", "H", "H", "C", "O", "C", "C", "N", "C", "C", "O", "C", "H", "H", "H", "H", "H", "H", "H", "H", "H", "H", "H", "H", "H", "H", "H", "C", "O", "C", "C", "N", "C", "C", "O", "C", "H", "H", "H", "H", "H", "H", "H", "H", "H", "H", "H", "H", "H", "H", "H", "C", "O", "C", "C", "N", "C", "C", "O", "C", "H", "H", "H", "H", "H", "H", "H", "H", "H", "H", "H", "H", "H", "H", "H", "C", "O", "C", "C", "N", "C", "C", "O", "C", "H", "H", "H", "H", "H", "H", "H", "H", "H", "H", "H", "H", "H", "H", "H", "C", "O", "C", "C", "N", "C", "C", "O", "C", "H", "H", "H", "H", "H", "H", "H", "H", "H", "H", "H", "H", "H", "H", "H", "C", "O", "C", "C", "N", "C", "C", "O", "C", "H", "H", "H", "H", "H", "H", "H", "H", "H", "H", "H", "H", "H", "H", "H", "C", "C", "C", "O", "H", "H", "H", "H", "H", "H", "H", "H", "C", "C", "C", "O", "H", "H", "H", "H", "H", "H", "H", "H", "C", "C", "C", "O", "H", "H", "H", "H", "H", "H", "H", "H", "C", "C", "O", "O", "H", "H", "H", "H", "H", "H", "C", "C", "O", "O", "H", "H", "H", "H", "H", "H"], "coordinates": [[-5.9846, -1.8015, 4.0851], [-6.9737, -0.9650, 3.5614], [-6.6106, -0.2350, 2.3418], [-7.7128, 0.8138, 2.1898], [-8.0787, 1.3293, 3.4805], [-9.4711, 1.7020, 3.4440], [-9.8368, 2.4456, 4.7512], [-11.2428, 2.6905, 4.7945], [-12.0683, 1.6109, 5.1560], [-5.0311, -1.3148, 4.2903], [-5.8076, -2.5832, 3.3465], [-6.3846, -2.2007, 5.0172], [-6.5645, -0.9736, 1.5415], [-5.6311, 0.2374, 2.4154], [-8.5718, 0.3990, 1.6625], [-7.4540, 1.6165, 1.4992], [-7.9625, 0.4351, 3.9356], [-10.2837, 0.9823, 3.3455], [-9.6283, 2.4558, 2.6725], [-9.2888, 3.3815, 4.8604], [-9.4409, 1.7891, 5.5260], [-13.0698, 1.9607, 5.4064], [-11.6692, 1.0163, 5.9777], [-12.2160, 1.0217, 4.2509], [0.0178, 5.6424, 6.8365], [0.5372, 6.1067, 5.5425], [1.9205, 5.7980, 5.2231], [2.1543, 5.9049, 3.6846], [1.2598, 4.8760, 3.0761], [1.1500, 5.0980, 1.6687], [0.1877, 4.1289, 1.0704], [0.4378, 4.1853, -0.2943], [-0.5818, 3.3862, -0.9431], [-1.0589, 5.7453, 6.9715], [0.5327, 6.1374, 7.6598], [0.1836, 4.5718, 6.9564], [2.0997, 4.7692, 5.5356], [2.4521, 6.5242, 5.8381], [3.1933, 5.6836, 3.4402], [2.0062, 6.9415, 3.3819], [0.4108, 4.9428, 3.6192], [2.1262, 4.8895, 1.2311], [0.7595, 6.0793, 1.3993], [-0.8346, 4.4214, 1.3101], [0.2666, 3.1076, 1.4428], [-0.5155, 3.6719, -1.9929], [-1.6056, 3.5165, -0.5924], [-0.4223, 2.3082, -0.9182], [1.5968, 1.4204, -7.3046], [0.9241, 0.1969, -7.5691], [0.8101, -0.7489, -6.4356], [0.0086, -0.1924, -5.2549], [-1.2450, 0.4624, -5.6289], [-1.8100, 1.3837, -4.6462], [-1.0047, 2.7001, -4.5707], [-0.9973, 3.2765, -5.8885], [-0.0907, 4.3727, -5.9543], [0.9807, 2.0907, -6.7053], [1.7831, 1.9857, -8.2178], [2.5078, 1.2315, -6.7368], [1.7670, -1.0958, -6.0455], [0.2692, -1.6302, -6.7803], [0.6333, 0.5459, -4.7521], [-0.1697, -0.9714, -4.5137], [-1.1218, 0.8703, -6.5447], [-1.7383, 0.9653, -3.6423], [-2.8412, 1.5966, -4.9283], [-0.0108, 2.4662, -4.1894], [-1.5293, 3.4144, -3.9361], [0.8968, 4.2367, -5.5133], [-0.6264, 5.2716, -5.6490], [0.2731, 4.5271, -6.9701], [-0.4201, 1.8328, 5.3896], [0.3070, 0.7294, 6.0004], [1.6816, 1.0059, 6.0917], [2.3284, 0.3585, 7.3718], [2.5950, -1.1044, 7.3229], [1.4675, -1.9996, 7.1064], [1.8894, -3.4421, 7.1081], [0.8498, -4.1709, 6.3636], [0.8322, -5.6416, 6.5081], [-0.0080, 2.1921, 4.4467], [-0.4418, 2.7279, 6.0112], [-1.4726, 1.5561, 5.3294], [1.9374, 2.0556, 6.2362], [2.2031, 0.6578, 5.2000], [1.7635, 0.6041, 8.2711], [3.2894, 0.8645, 7.4638], [3.2871, -1.2094, 6.5949], [1.0187, -1.6975, 6.1601], [0.7252, -1.7691, 7.8706], [1.9792, -3.8642, 8.1091], [2.8422, -3.5494, 6.5897], [0.8147, -5.9311, 7.5588], [1.7338, -6.0933, 6.0946], [-0.0427, -6.0053, 5.9693], [-1.2251, -4.7008, -10.4389], [-0.0806, -4.7661, -9.6319], [-0.3616, -4.3522, -8.2821], [0.8528, -4.7143, -7.3880], [0.5872, -4.6910, -5.9670], [1.7727, -4.5974, -5.0992], [2.3537, -5.9756, -4.8837], [3.4216, -5.9644, -3.9359], [4.4742, -6.9044, -4.1722], [-2.1188, -5.2757, -10.1964], [-1.0183, -5.0662, -11.4447], [-1.5765, -3.6705, -10.4963], [-1.2779, -4.8371, -7.9453], [-0.7127, -3.3206, -8.3066], [1.6977, -4.1065, -7.7121], [1.2387, -5.7240, -7.5286], [0.0298, -5.4527, -5.6076], [1.4580, -4.2469, -4.1162], [2.6053, -3.9967, -5.4653], [2.6945, -6.4349, -5.8116], [1.6248, -6.6681, -4.4627], [5.1230, -6.9095, -3.2964], [5.0671, -6.6538, -5.0518], [4.0332, -7.8907, -4.3168], [-7.1839, 3.7962, 8.6946], [-6.2078, 3.5607, 7.7560], [-6.7319, 3.5183, 6.4305], [-5.5899, 3.2752, 5.4459], [-6.1085, 3.2367, 4.0872], [-5.1538, 3.1448, 3.0123], [-4.3918, 4.4179, 2.7747], [-3.3203, 4.7244, 3.6572], [-2.6367, 5.9306, 3.4523], [-6.7652, 3.8773, 9.6977], [-7.8997, 2.9746, 8.6684], [-7.8805, 4.6314, 8.6219], [-7.1487, 4.5143, 6.2809], [-7.5102, 2.7724, 6.2695], [-5.1373, 2.3386, 5.7716], [-4.8645, 4.0790, 5.5711], [-6.8307, 2.5544, 3.9057], [-5.6952, 3.0274, 2.0735], [-4.4649, 2.3050, 3.1027], [-5.0684, 5.2722, 2.7546], [-3.9584, 4.3104, 1.7804], [-2.1205, 6.0426, 4.4058], [-3.3669, 6.7371, 3.3848], [-1.9902, 6.0009, 2.5776], [3.2225, 4.1683, -2.0763], [4.5232, 4.2810, -2.6179], [4.8309, 5.5659, -3.2503], [3.9656, 5.8895, -4.4879], [4.4740, 5.4101, -5.7631], [4.3743, 3.9950, -5.9539], [5.3032, 3.5933, -7.0419], [5.2429, 2.1502, -7.3350], [5.8243, 1.8236, -8.6195], [2.5609, 4.2262, -2.9406], [2.9295, 4.9361, -1.3602], [2.9923, 3.1854, -1.6652], [5.9088, 5.5434, -3.4110], [4.7208, 6.3628, -2.5148], [4.0248, 6.9768, -4.5364], [2.8974, 5.6791, -4.4351], [3.9604, 5.8920, -6.4870], [3.3840, 3.6175, -6.2090], [4.5703, 3.4445, -5.0337], [6.2924, 3.9551, -6.7611], [5.0126, 4.2011, -7.8987], [5.1365, 1.9698, -9.4523], [5.8952, 0.7365, -8.6581], [6.7548, 2.3606, -8.8035], [-2.9720, -3.4371, 3.0998], [-2.8857, -2.4271, 4.1627], [-1.7705, -2.6493, 5.0724], [-1.9785, -1.7492, 6.2984], [-3.3090, -1.8673, 6.9070], [-3.4557, -3.2138, 7.5532], [-4.8693, -3.5265, 7.9693], [-5.7304, -4.0226, 6.9233], [-6.9375, -4.5599, 7.4466], [-3.6830, -3.1433, 2.3277], [-3.2097, -4.4159, 3.5163], [-1.9648, -3.4947, 2.6871], [-0.8678, -2.2637, 4.5984], [-1.6130, -3.7099, 5.2687], [-1.9846, -0.7205, 5.9381], [-1.1593, -1.7390, 7.0173], [-3.9784, -1.8550, 6.1508], [-2.9474, -3.1545, 8.5156], [-3.0868, -4.0078, 6.9038], [-5.3576, -2.6378, 8.3692], [-4.8830, -4.3296, 8.7061], [-7.6648, -4.9642, 6.7425], [-7.5077, -3.8328, 8.0248], [-6.7232, -5.3442, 8.1725], [5.3793, 2.4142, 5.2476], [4.5331, 1.6269, 4.4468], [3.6987, 2.2799, 3.5148], [3.0192, 1.2703, 2.6115], [3.9929, 0.5012, 1.9013], [4.4565, 1.1853, 0.6962], [5.7189, 0.4886, 0.1401], [6.6839, 0.7025, 1.1730], [7.9168, 0.1122, 0.9265], [4.7435, 2.9557, 5.9480], [6.0024, 3.0508, 4.6193], [5.9580, 1.6713, 5.7964], [4.2429, 3.0146, 2.9213], [2.9312, 2.8299, 4.0593], [2.3118, 1.7329, 1.9232], [2.4042, 0.5728, 3.1801], [4.7846, 0.5174, 2.5282], [4.6396, 2.2161, 0.9996], [3.6478, 1.2011, -0.0345], [5.9896, 0.9038, -0.8307], [5.5640, -0.5725, -0.0558], [8.3168, 0.2975, -0.0703], [7.8181, -0.9730, 0.8997], [8.6464, 0.5433, 1.6121], [-2.0718, 0.5680, 2.1279], [-1.3922, 0.5052, 0.8167], [-0.6781, -0.7465, 0.7119], [0.0440, -0.9087, -0.6443], [0.8928, -2.0825, -0.6221], [1.4140, -2.2997, -2.0035], [2.5915, -1.4546, -2.4357], [2.1162, -0.1795, -2.8221], [3.1660, 0.6617, -3.1677], [-1.4257, 0.4081, 2.9911], [-3.0051, 0.0059, 2.1571], [-2.4488, 1.5750, 2.3066], [-1.5677, -1.3732, 0.7735], [-0.0625, -0.9978, 1.5756], [0.5377, 0.0429, -0.8412], [-0.6391, -1.0167, -1.4869], [1.6997, -1.9082, -0.0402], [0.6172, -2.2276, -2.7438], [1.8409, -3.3025, -2.0132], [3.1077, -1.9612, -3.2511], [3.2349, -1.3332, -1.5642], [3.6430, 0.2998, -4.0785], [3.9258, 0.7966, -2.3979], [2.6372, 1.5889, -3.3887], [-6.8771, -0.3107, -7.7024], [-5.7063, -0.7258, -7.0199], [-5.0157, -1.8184, -7.6699], [-3.6430, -2.0511, -6.9959], [-3.6745, -2.1696, -5.5781], [-2.4124, -2.8507, -5.0900], [-2.3995, -2.9838, -3.5185], [-3.3168, -3.9238, -3.0661], [-3.1924, -4.2423, -1.7277], [-6.6211, 0.1382, -8.6621], [-7.4017, 0.4984, -7.1942], [-7.5856, -1.1196, -7.8805], [-4.8726, -1.6043, -8.7291], [-5.4626, -2.7828, -7.4285], [-2.9365, -1.2459, -7.1970], [-3.2608, -2.9611, -7.4583], [-3.4771, -1.2254, -5.2786], [-1.5707, -2.2807, -5.4833], [-2.4533, -3.8514, -5.5202], [-2.5006, -1.9866, -3.0900], [-1.3844, -3.3519, -3.3696], [-3.9839, -4.9536, -1.4919], [-3.3244, -3.4490, -0.9920], [-2.2310, -4.7503, -1.6512], [5.4047, -6.2807, 1.4487], [5.5580, -5.5512, 0.1137], [4.3587, -4.6807, -0.1609], [6.7118, -4.7527, 0.2460], [6.3257, -6.7882, 1.7355], [4.7469, -7.1292, 1.2606], [5.1545, -5.6308, 2.2872], [5.7619, -6.1456, -0.7769], [4.4428, -4.0426, -1.0406], [4.2643, -3.8821, 0.5749], [3.4371, -5.2528, -0.2679], [6.8350, -4.4723, -0.6638], [-4.3904, -0.7459, -0.9769], [-4.0808, 0.6708, -1.3943], [-4.6156, 1.7700, -0.4695], [-2.6582, 0.8288, -1.3901], [-3.8285, -0.9255, -0.0603], [-4.0581, -1.5114, -1.6780], [-5.4217, -0.8988, -0.6588], [-4.5091, 0.8513, -2.3803], [-5.6970, 1.8562, -0.3639], [-4.2876, 2.7397, -0.8442], [-4.2946, 1.6515, 0.5654], [-2.2395, 0.6174, -0.5525], [7.2568, 2.3897, -3.6561], [7.8080, 1.3914, -4.7030], [8.6889, 1.9842, -5.8122], [8.5899, 0.3918, -4.0590], [6.6313, 1.8845, -2.9202], [6.6828, 3.1451, -4.1926], [8.0840, 2.9600, -3.2335], [6.9990, 0.8875, -5.2318], [9.3760, 2.7207, -5.3956], [7.9981, 2.4385, -6.5224], [9.2270, 1.1767, -6.3088], [8.0302, -0.0607, -3.4237], [1.5991, -3.8111, 2.6754], [2.2748, -2.4330, 2.8208], [2.5933, -1.8554, 1.5336], [0.3584, -3.6219, 2.0207], [1.4023, -4.2346, 3.6603], [2.2233, -4.4314, 2.0321], [3.2178, -2.4518, 3.3672], [1.6014, -1.7628, 3.3550], [3.1300, -1.0735, 1.6822], [0.5837, -3.1371, 1.2233], [6.1794, -1.9701, -2.3711], [6.2991, -3.2322, -3.2087], [6.8220, -4.3122, -2.3964], [7.3874, -1.2826, -2.3365], [5.7268, -2.1905, -1.4043], [5.4813, -1.2282, -2.7590], [6.9736, -3.2242, -4.0649], [5.2779, -3.5126, -3.4666], [7.2744, -4.8996, -3.0061], [8.0097, -1.8947, -1.9369]], "atomic_forces_ev_per_a": [[0.07, -0.40, -0.15], [0.13, 1.28, -1.11], [-0.49, -0.65, 1.10], [0.28, 0.02, -1.98], [-0.90, -1.24, -0.60], [-0.87, 2.55, 1.19], [-0.04, -0.83, -0.69], [0.72, 0.80, 0.78], [-0.07, -0.13, -0.85], [0.00, 0.32, -0.09], [0.22, -0.45, 0.24], [0.14, -0.24, -0.12], [-0.13, 0.19, -0.31], [0.20, -0.01, 0.40], [-0.28, -0.61, 0.18], [0.63, 0.16, 0.02], [-0.32, 0.15, 1.62], [0.58, -0.89, -0.42], [0.09, -0.16, -0.42], [-0.32, 0.16, -0.22], [-0.55, -0.10, 0.74], [0.21, 0.38, 0.24], [0.10, -0.07, 0.02], [-0.02, -0.70, 0.17], [1.35, -0.27, -0.80], [-1.23, -0.48, 0.23], [-0.97, 0.38, 0.36], [-0.79, -0.96, 1.60], [1.57, 1.38, 1.29], [-0.53, -0.74, 0.31], [0.11, -0.06, 0.30], [-1.84, -1.24, -0.92], [0.84, 0.28, -1.33], [0.07, 0.62, -0.71], [0.02, 0.21, 0.01], [0.31, -0.18, -0.12], [0.35, -0.11, 0.11], [0.85, -0.22, -0.29], [0.13, -0.21, 0.16], [-0.52, 0.11, -0.31], [-0.58, 0.05, -0.44], [0.10, 0.38, -0.18], [0.44, 0.47, -0.09], [-0.37, 0.20, -0.07], [0.41, -0.26, 0.21], [-0.25, 0.01, 0.02], [0.07, 0.53, 0.31], [0.47, -0.05, 0.42], [-0.31, -0.20, 0.93], [-0.16, -1.17, 0.79], [-0.98, 1.04, -0.35], [0.15, 1.39, 0.05], [-0.12, -1.24, -0.19], [1.18, 0.61, -0.48], [-1.41, -0.27, -0.87], [1.46, -0.13, 0.44], [-0.29, 0.07, -1.02], [-0.23, -0.04, 0.26], [0.19, -0.57, -0.25], [0.38, 0.11, -0.23], [0.40, 0.25, -0.22], [0.12, 0.12, -0.64], [0.39, 0.00, 0.27], [0.02, -0.22, -0.04], [-0.19, 0.33, 0.03], [-0.42, -0.31, 0.01], [-0.06, -0.02, 0.19], [0.29, 0.34, -0.11], [0.17, -0.03, 0.48], [-0.26, -0.28, 1.18], [0.43, 0.21, 0.36], [-0.80, -0.09, -0.57], [-0.06, -0.35, 0.82], [-0.76, 1.48, -0.63], [0.82, -0.82, 1.55], [-0.39, -0.83, -1.08], [0.73, 1.02, 0.62], [0.02, 1.48, -0.24], [-1.15, -1.14, -0.92], [0.47, -0.96, 0.60], [0.59, 1.75, 0.08], [0.08, -0.53, -0.36], [0.36, -0.04, 0.51], [0.16, -0.31, -0.40], [-0.51, 0.51, -0.31], [0.11, -0.06, -0.02], [-0.28, -0.01, -0.10], [0.19, -0.17, 0.11], [0.07, -0.39, -0.15], [-0.44, -0.65, -0.31], [-0.01, -0.23, 0.15], [0.04, 0.08, 0.13], [0.20, -0.10, -0.05], [-0.32, 0.09, 0.14], [0.11, 0.08, -0.28], [0.06, 0.14, 0.14], [-0.36, 0.54, -0.89], [-0.28, -0.49, 0.81], [-0.10, -0.95, -0.41], [-0.18, -0.84, -0.47], [0.55, 2.20, 0.96], [-0.32, -0.93, 0.29], [0.77, -1.20, 0.56], [0.74, 0.54, -0.07], [-0.91, 0.29, 0.10], [0.16, -0.46, 1.08], [0.59, 0.27, 0.01], [0.00, 0.30, -0.21], [0.01, -0.70, 0.27], [0.81, 0.60, 0.29], [-0.04, 0.52, 0.59], [-0.43, -0.33, -1.38], [-0.21, -0.09, -0.54], [0.10, 0.35, -0.01], [-0.47, 0.49, -0.32], [0.10, 0.15, -0.33], [-0.56, 0.01, -0.11], [-0.14, 0.03, 0.01], [0.00, 0.14, -0.19], [0.17, -0.26, 0.04], [-1.36, -0.80, 1.22], [0.58, 0.01, -0.85], [0.63, 1.00, -0.05], [-0.62, -0.09, 0.24], [0.33, 0.78, -0.07], [0.03, 0.73, 0.70], [1.05, 0.84, -0.77], [-0.19, -1.44, 0.24], [-0.96, 0.17, 0.91], [0.31, -0.23, -0.15], [-0.08, -0.57, 0.37], [0.50, 0.90, -0.86], [-0.37, 0.05, -0.52], [-0.12, -0.23, 0.43], [0.45, -0.32, -0.07], [0.08, -0.09, -0.18], [-0.25, -0.23, 0.66], [-0.20, -0.24, 0.03], [0.37, -0.32, 0.06], [-0.33, 0.05, 0.00], [0.12, 0.16, -0.48], [0.58, 0.39, -0.39], [-0.07, 0.35, -0.11], [0.20, -0.40, -0.10], [-0.59, 0.21, -1.27], [0.81, 0.46, 0.24], [-1.13, -1.34, 0.67], [0.87, 0.88, -0.11], [0.31, 0.32, 0.33], [-0.69, -1.44, 0.56], [0.30, -0.98, -0.80], [0.47, 1.72, -0.40], [-0.98, -0.34, 0.62], [-0.69, 0.22, 0.13], [0.27, 0.15, 0.11], [0.76, -0.02, 0.24], [-0.15, -0.22, -0.69], [-0.47, 0.08, 0.21], [-0.08, 0.19, -0.15], [-0.12, -0.32, 0.82], [0.09, 0.03, -0.20], [-0.61, 0.21, -0.24], [0.47, 0.25, 0.22], [0.42, -0.47, -0.08], [0.01, -0.26, -0.58], [-0.28, 0.84, 0.00], [0.74, 0.01, 0.43], [0.12, -0.25, 0.08], [1.34, 0.83, 1.17], [-0.09, -0.86, -0.07], [-0.09, 0.81, -0.57], [-1.22, 0.74, -0.74], [0.20, -1.67, 0.98], [-0.65, 1.18, -0.27], [-1.30, -0.52, -0.40], [-0.21, -0.06, -0.69], [0.12, 0.23, 0.94], [-0.06, 0.20, 0.32], [-0.29, -0.03, 0.08], [-0.05, -0.19, -0.45], [0.30, -0.27, -0.27], [-0.20, -0.06, 0.15], [0.27, 0.10, -0.34], [-0.26, -0.62, 0.02], [-0.07, 0.15, -0.25], [0.56, -0.25, -0.17], [0.24, -0.25, 0.22], [0.13, 0.18, 0.36], [0.34, 0.11, 0.47], [0.72, 0.13, -0.69], [0.05, 0.53, 0.05], [0.20, -0.36, 0.01], [-0.69, -0.61, -0.19], [-0.15, -1.17, -0.90], [-0.83, 0.74, 0.68], [-0.64, 0.04, 0.52], [0.69, -0.66, -0.64], [0.09, -0.60, -0.18], [-0.68, 0.99, 1.05], [-0.66, 0.35, -0.74], [0.64, -0.29, -0.81], [0.29, 0.55, 0.16], [0.14, 0.23, 0.24], [0.29, 0.37, 0.05], [0.35, 0.09, -0.10], [-0.21, 0.29, 0.02], [0.10, 0.37, -0.04], [-0.03, 0.07, 0.38], [0.49, -0.65, 0.08], [0.54, 0.30, -0.64], [-0.06, -0.13, -0.17], [0.43, 0.44, 0.04], [-0.20, -0.27, 0.42], [-0.17, 0.63, -0.38], [0.25, -0.33, 0.81], [-0.14, -0.56, 0.29], [-0.11, 1.16, -0.92], [0.79, 0.65, 2.43], [-1.91, -0.64, -0.75], [-0.69, 0.82, 1.05], [0.13, 0.35, -1.85], [0.48, -0.99, 0.89], [-1.29, 0.53, 0.54], [0.18, -0.85, 0.51], [-0.62, 0.69, -0.85], [0.24, -0.71, -0.32], [0.35, -0.87, -0.08], [0.34, 0.44, -0.58], [0.51, -1.40, -0.13], [0.32, 0.52, 0.00], [0.52, 0.15, -0.03], [-0.44, -0.02, 0.26], [0.09, -0.01, 0.39], [-0.09, -0.10, 0.08], [-0.35, -0.41, -0.09], [0.29, 0.05, -0.26], [0.56, -0.09, 0.08], [0.32, 0.03, -0.23], [0.01, 0.04, 0.31], [0.63, 0.39, -0.06], [0.30, 0.14, -0.42], [0.05, -0.44, -0.36], [0.70, 0.48, 1.87], [0.09, 0.90, -1.38], [0.89, -0.66, 1.71], [-2.41, 0.01, 0.52], [1.01, 0.16, -2.49], [-1.12, 0.88, -1.02], [0.07, -1.19, 0.42], [0.15, -0.17, -0.40], [0.28, -0.23, 0.62], [-0.01, -0.23, 0.09], [-0.20, -0.23, -0.14], [-1.03, 0.07, -0.57], [0.16, 0.20, -0.80], [0.12, -0.20, -0.04], [-0.64, 0.42, 0.44], [0.40, -0.27, 0.31], [0.38, -0.11, 0.06], [-0.14, 0.11, 0.36], [0.41, -0.01, 0.68], [0.04, -0.18, -0.12], [0.39, 0.50, -0.22], [0.25, 0.03, 0.85], [0.47, -1.23, -1.01], [0.18, 0.63, 0.94], [-0.53, 0.88, -0.21], [0.40, 0.55, 0.23], [0.35, 0.26, -0.19], [-0.70, 0.24, 0.58], [-0.47, 0.02, -0.31], [-0.43, -0.97, 0.27], [0.29, -0.52, -0.66], [-0.22, -0.41, 0.72], [-0.10, 0.04, 0.17], [0.61, 0.46, -0.15], [-0.08, -0.19, 1.03], [0.42, 0.37, 1.01], [-0.59, 0.02, 0.24], [-0.60, 0.37, -2.56], [0.23, -0.11, 0.25], [-0.30, 0.28, -0.21], [-0.24, -0.03, -0.49], [0.57, 0.08, -0.32], [-0.30, -0.34, -0.44], [0.22, -0.02, 0.07], [0.50, -0.09, 0.01], [-0.28, -0.04, 0.87], [0.47, 0.08, -1.62], [0.53, -0.24, 0.20], [-0.84, 0.08, 0.68], [0.36, 0.29, -0.21], [0.12, 0.18, 0.08], [-0.45, -0.04, 0.11], [0.07, -0.35, 0.46], [-0.50, 0.03, 0.10], [0.12, 0.01, -0.19], [0.29, 0.28, -0.17], [0.03, 0.09, 0.08], [-0.02, -0.22, 0.18], [0.31, 1.36, -0.47], [0.50, 0.11, -0.26], [-0.99, -1.56, 0.41], [-0.21, -0.19, 0.46], [0.16, -0.10, -0.06], [0.28, -0.36, 0.34], [0.03, -0.44, 0.36], [-0.28, 0.05, 0.15], [0.83, 1.00, 0.14], [-0.31, 0.05, -0.80], [-0.58, 0.18, -1.08], [-0.88, -0.75, 0.65], [0.18, 0.40, -0.25], [0.70, -0.07, 1.14], [0.48, -0.42, 0.40], [-0.21, -0.34, -0.67], [-0.41, 0.97, -0.22], [-0.07, -0.12, -0.53], [0.09, -0.21, 0.22], [0.57, 0.16, 0.10]], "mulliken_charge": [-0.28, -0.65, 0.97, -1.82, -0.18, -0.70, -0.44, -0.44, -0.73, 0.04, 0.18, 0.21, 0.61, -0.54, 0.64, 0.30, 0.35, 0.53, 0.30, 0.13, 0.42, 0.27, 0.29, 0.30, -0.66, -0.30, -0.29, -0.85, 0.71, -1.30, 0.94, -0.54, -0.34, 0.29, 0.38, 0.11, -0.11, 0.47, 0.40, 0.46, -0.02, 0.29, 0.33, -0.10, -0.23, 0.05, 0.27, 0.20, -0.17, -0.60, 0.00, 0.77, 0.24, -1.02, 0.40, -0.49, -0.73, -0.06, 0.46, 0.15, 0.39, -0.84, -0.24, -0.34, 0.61, -0.09, 0.63, -0.81, 1.03, -0.03, 0.36, 0.35, -0.05, -0.10, 1.09, -1.67, -0.36, 0.34, -0.74, 0.12, -0.94, 0.22, -0.15, 0.13, -0.09, -0.33, 0.41, 0.45, 0.36, -0.37, 0.23, 0.32, 0.39, 0.28, 0.32, 0.26, -0.76, -0.42, -0.36, -0.83, 0.21, 0.04, -0.77, -0.13, -0.80, 0.29, 0.29, 0.31, 0.34, 0.27, 0.27, 0.53, 0.34, -0.53, 0.26, 0.54, 0.23, 0.08, 0.34, 0.41, -0.83, -0.35, -0.14, -0.47, -0.05, -0.05, -1.38, 0.04, -0.62, 0.28, 0.33, 0.33, 0.40, 0.00, 0.05, 0.32, 0.57, 0.05, 0.21, 0.59, 0.40, 0.11, 0.32, 0.12, -0.12, -0.14, -0.88, -0.51, -0.33, 0.94, -1.06, -0.12, -0.98, -0.13, 0.54, -0.24, 0.39, 0.47, 0.43, 0.27, 0.33, -0.19, -0.31, 0.35, 0.41, 0.34, 0.28, 0.35, -0.72, 0.51, 0.18, 0.00, -0.32, -0.12, -0.99, -0.20, -0.90, 0.17, 0.28, 0.06, -0.42, 0.19, -0.38, -0.09, 0.25, 0.34, 0.15, 0.35, 0.55, 0.27, 0.35, 0.36, -0.92, -0.36, -0.36, 0.56, 0.11, -0.64, 0.76, -0.45, -0.80, 0.24, 0.33, 0.28, 1.07, 0.01, -0.24, -0.81, 0.25, 0.64, 0.05, -0.22, -0.36, 0.20, 0.33, 0.28, 0.04, 0.15, -0.72, 0.72, 0.51, -1.10, 0.48, 1.31, -0.53, -0.07, -0.22, -0.12, 0.26, 0.05, -0.24, -0.06, -0.17, -0.81, 0.65, 0.43, -0.48, 0.29, -0.43, -0.18, -0.86, -0.19, -0.90, 0.05, -0.47, 0.02, 0.60, -0.57, -0.41, 0.33, 0.24, 0.31, 0.39, 0.35, 0.14, 0.19, 0.16, -0.43, 0.65, -0.45, 0.15, 0.31, -0.02, 0.35, -1.64, 0.59, 0.04, -0.68, 0.44, 0.39, 0.29, 0.07, -0.47, -0.14, 0.65, 0.47, -0.47, 0.24, -0.87, 0.60, -0.26, -0.07, 0.48, 0.48, 0.57, 0.32, -0.21, -0.37, -0.33, 1.02, -1.36, -0.65, -0.28, -0.10, 0.44, -0.05, 0.35, 0.16, 0.40, 0.24, -0.12, -0.45, -0.66, -0.58, 0.24, 0.15, 0.54, -0.12, 0.36, 0.12, 1.08, 0.01, -0.57, -0.30, -0.35, -0.48, 0.64, -0.28, 0.24, 0.28]}